DFT (ωB97M-V/def2-TZVPD) results for C21H23I2N3OReSSi as an isolated structure.

Each line ends with the Mulliken spin population.
Cartesian coordinates (Å):
Re: 0.646 0.504 -0.932  0.6113
I: 6.831 0.802 3.748  0.0134
I: 5.221 1.579 -2.055  0.0072
S: 0.117 -1.768 -1.382  0.1934
Si: -2.820 -3.727 -0.864  -0.0013
O: 2.615 0.567 -0.782  0.0579
N: -1.383 0.237 -1.088  -0.0277
N: 0.597 2.570 -0.671  0.0690
N: 0.636 0.705 1.288  0.0134
C: 1.708 -0.145 1.865  -0.0098
C: 0.314 5.297 -0.315  -0.0068
C: -2.693 -1.805 -0.965  0.0132
C: 5.384 0.765 2.223  0.0446
C: 4.788 1.045 -0.066  0.0206
C: 0.456 4.765 -1.590  -0.0072
C: -3.734 0.389 -0.863  0.0164
C: -2.485 0.978 -0.974  -0.0067
C: 5.742 1.099 0.921  -0.0177
C: 0.687 2.121 1.727  -0.0033
C: 3.452 0.630 0.188  0.0387
C: 4.068 0.403 2.521  -0.0063
C: -1.958 -4.378 -2.434  0.0018
C: 0.367 4.444 0.777  0.0050
C: 0.529 3.083 0.569  0.0163
C: 0.584 3.396 -1.720  -0.0601
C: -3.821 -0.996 -0.821  -0.0061
C: -4.672 -4.163 -0.831  0.0000
C: -1.498 -1.121 -1.145  0.0050
C: -1.934 -4.275 0.735  0.0019
C: 3.105 0.322 1.537  0.0052
H: -1.993 -5.355 0.817  0.0002
H: 0.175 6.357 -0.175  -0.0001
H: -2.395 -3.861 1.629  -0.0002
H: -2.418 -3.972 -3.330  0.0004
H: -0.905 -4.114 -2.437  0.0010
H: -5.163 -3.782 0.059  0.0000
H: 1.597 -0.198 2.951  -0.0006
H: -2.029 -5.459 -2.485  0.0002
H: -4.792 -5.240 -0.825  0.0000
H: 1.561 -1.157 1.462  0.0029
H: -5.196 -3.784 -1.703  0.0000
H: 0.467 5.396 -2.463  0.0005
H: 1.665 2.308 2.181  -0.0036
H: -2.360 2.053 -0.958  0.0012
H: 3.807 0.162 3.539  -0.0004
H: 0.284 4.831 1.780  -0.0005
H: -0.881 -4.007 0.738  -0.0003
H: -0.081 2.322 2.480  -0.0009
H: 6.752 1.397 0.681  -0.0001
H: 0.688 2.933 -2.695  0.0107
H: -0.248 0.303 1.610  0.0075
H: -4.610 1.012 -0.783  0.0010
H: -4.777 -1.466 -0.676  -0.0003

Forces on atoms 1 to 6 (eV/Å):
Re 3.1 -1.0 2.1
I -0.5 0.0 -0.5
I 0.1 -0.1 0.5
S 0.6 0.6 0.3
Si 0.0 -0.6 -0.2
O -2.6 -0.6 -1.9

Output
**Charge**: +2
**Multiplicity**: 2
**E_tot**: -2414.354060 Ha


DFT (ωB97M-V/def2-TZVPD) results for C21H23IN5O2S4SbW as an isolated structure.

Each line ends with the Mulliken charge.
Cartesian coordinates (Å):
W: -0.075 1.087 0.417  0.1852
I: 2.414 2.385 -0.326  -0.2126
Sb: -2.965 3.864 -3.103  0.4858
S: -3.980 2.495 -4.610  -0.7379
S: -1.233 3.089 0.569  -0.2686
S: -2.477 1.666 -0.164  -0.3155
S: -4.432 5.390 -2.285  -0.7324
O: 0.689 1.921 2.261  0.1418
O: 1.253 3.206 3.804  -0.4655
N: 0.092 0.994 -1.509  -0.2165
N: 2.571 -0.225 2.076  0.5838
N: -1.271 0.144 2.096  0.3762
N: -0.730 -0.857 -0.188  0.1714
N: 1.148 3.096 2.607  -0.1225
C: -1.826 -1.055 1.864  0.5355
C: -1.565 0.797 3.230  -0.3032
C: 0.718 1.443 -4.107  -1.6660
C: 1.425 -0.440 1.182  -1.5445
C: -1.516 -1.646 0.554  0.9875
C: -0.181 -1.336 -1.460  0.7996
C: 2.299 0.075 3.368  0.0396
C: 4.845 -0.223 2.518  -0.3091
C: -1.845 -3.155 -1.267  -0.8965
C: -2.944 -0.993 3.977  -0.3816
C: 3.302 0.250 4.279  -0.7702
C: -2.657 -1.655 2.804  -1.1322
C: 0.021 -0.035 -2.240  0.0445
C: 1.266 -0.994 -4.155  -1.8160
C: 0.212 0.047 -3.746  2.3165
C: -2.396 0.264 4.191  -0.9357
C: 4.618 0.111 3.831  -0.1374
C: -2.043 -2.832 0.122  -1.0739
C: -1.032 -2.433 -2.047  -1.1452
C: -1.113 -0.184 -4.489  -1.2628
C: 3.820 -0.430 1.559  -0.7079
H: -2.402 -3.978 -1.701  0.3970
H: 0.841 -1.742 -1.302  0.3290
H: -3.082 -2.623 2.593  0.3878
H: 3.058 0.510 5.299  0.3719
H: 1.259 0.174 3.630  0.2322
H: -0.931 -0.085 -5.562  0.4705
H: -3.598 -1.444 4.713  0.4224
H: 1.880 -0.794 0.257  0.6766
H: -2.692 -3.424 0.746  0.3299
H: 2.216 -0.801 -3.652  0.3531
H: 0.851 -1.268 1.606  0.4821
H: 5.443 0.257 4.522  0.3590
H: 0.895 1.492 -5.185  0.4778
H: -1.544 -1.169 -4.313  0.2680
H: -2.606 0.832 5.086  0.4153
H: -0.920 -2.677 -3.092  0.3318
H: 1.432 -0.936 -5.234  0.4878
H: -1.859 0.563 -4.211  0.1208
H: 5.869 -0.346 2.179  0.3269
H: 0.956 -2.013 -3.920  0.2977
H: -0.023 2.197 -3.843  0.1777
H: -1.097 1.762 3.347  0.4649
H: 1.640 1.681 -3.575  0.3061

Forces on atoms 1 to 6 (eV/Å):
W 0.3 0.2 0.1
I -0.1 -0.1 0.0
Sb 0.2 0.0 0.0
S -0.1 0.0 -0.1
S -0.1 0.3 0.2
S 0.1 -0.2 -0.1

Output
**Charge**: -2
**Multiplicity**: 1
**E_tot**: -3436.077700 Ha
**Relative energy (zero: lowest compared OMol25 entry of this formula, charge and spin)**: 2.2595 eV


DFT (ωB97M-V/def2-TZVPD) results for C21H23LiN3O5P2S as an isolated structure.

Each line ends with the Mulliken charge.
Cartesian coordinates (Å):
S: -3.857 2.479 -1.565  -0.4262
P: -1.026 -0.892 0.889  1.1911
P: 0.353 2.111 1.014  1.0311
O: 1.858 -0.475 1.638  -0.3355
O: 3.408 -1.968 2.323  -0.8296
O: 1.302 -1.046 -4.271  -0.7583
O: 4.959 -3.971 -2.120  -0.5531
O: 0.747 0.224 -2.497  -0.9452
N: -2.379 0.554 -2.589  0.0300
N: 2.285 -1.115 -0.901  -0.1677
N: -3.116 2.153 -4.129  -0.5840
C: 3.278 -2.394 -2.640  -0.6866
C: -2.463 1.473 -5.046  0.0356
C: -0.605 1.435 2.437  0.1214
C: -1.455 1.722 4.690  -0.8530
C: -2.825 -1.157 0.562  -1.5589
C: -1.159 0.151 2.396  0.2188
C: -1.727 0.312 -4.819  -0.7454
C: -0.770 2.204 3.589  -0.3862
C: 2.747 -1.351 1.476  -0.3115
C: -1.847 -0.325 3.513  -0.4445
C: -1.994 0.444 4.653  -0.7697
C: -3.083 1.715 -2.850  0.1306
C: 3.942 -2.706 -0.345  -0.4776
C: 1.409 -0.681 -3.097  0.1397
C: 4.072 -3.026 -1.690  1.2239
C: 2.393 -1.434 -2.188  0.2958
C: 1.850 2.731 1.863  -1.4258
C: -0.585 -2.529 1.579  -1.5171
C: -1.694 -0.124 -3.526  0.0279
C: -0.564 3.663 0.682  -1.2408
C: 3.018 -1.736 0.012  0.0631
Li: 0.893 0.228 -0.580  1.2069
H: -0.350 3.202 3.629  0.2208
H: 2.494 3.212 1.124  0.4335
H: 5.424 -4.318 -1.354  0.2889
H: -1.537 3.429 0.247  0.1963
H: -2.947 -1.844 -0.279  0.4191
H: -0.007 4.245 -0.055  0.4201
H: -2.275 -1.320 3.495  0.1796
H: -2.527 0.049 5.509  0.3752
H: 3.331 -2.637 -3.692  0.5374
H: 0.369 -2.438 2.097  0.3377
H: -0.700 4.267 1.582  0.3807
H: -2.516 1.880 -6.052  0.3951
H: 4.518 -3.188 0.435  0.4372
H: -0.462 -3.232 0.753  0.4158
H: 2.376 1.868 2.272  0.2537
H: -1.345 -2.920 2.259  0.4743
H: -1.145 -0.180 -5.580  0.3962
H: -1.563 2.339 5.573  0.3751
H: -2.327 0.258 -1.624  -0.0373
H: -3.343 -1.582 1.425  0.4405
H: 1.633 3.451 2.655  0.4263
H: -1.160 -0.999 -3.196  0.5452
H: -3.310 -0.209 0.313  0.3891

Forces on atoms 1 to 6 (eV/Å):
S 0.1 -0.1 -0.2
P -0.1 0.0 -0.1
P 0.0 0.0 0.0
O 0.0 0.1 0.0
O 0.0 0.0 0.0
O 0.0 0.0 0.0

Output
**Charge**: -1
**Multiplicity**: 1
**E_tot**: -2443.174686 Ha
**Relative energy (zero: lowest compared OMol25 entry of this formula, charge and spin)**: 0.1882 eV


DFT (ωB97M-V/def2-TZVPD) results for C21H23N2O6S5SbSeTc as an isolated structure.

Each line ends with the Mulliken charge.
Cartesian coordinates (Å):
Sb: 0.054 2.787 -3.162  0.8995
Tc: -0.247 -0.196 -0.691  0.5418
Se: -2.415 -0.916 -0.705  0.1457
S: -1.729 2.893 -4.407  -0.4042
S: -0.377 2.076 -0.904  -0.2265
S: 2.181 3.213 -3.417  -0.3897
S: 0.327 -0.444 -2.812  -0.1722
S: 0.387 -2.976 -1.792  0.9782
O: 1.009 -1.934 -2.904  -0.2431
O: 6.049 0.454 2.605  -0.5179
O: 1.458 0.212 6.144  -0.4882
O: 1.290 -4.058 -1.714  -0.5685
O: -0.979 -3.161 -2.143  -0.5000
O: 0.526 -2.079 -0.557  -0.3759
N: -0.233 0.029 1.513  0.7208
N: 1.838 0.173 -0.111  0.6314
C: 1.109 0.126 3.486  -0.7787
C: -1.323 0.044 2.297  0.0196
C: 0.098 0.163 5.788  -0.5272
C: -6.251 -1.065 0.780  -0.6432
C: -3.666 2.080 -0.555  -1.2501
C: -4.558 -2.855 0.478  -1.6833
C: 4.483 0.262 0.753  0.5589
C: -4.958 -1.408 0.409  0.6750
C: 0.969 0.080 2.106  0.2436
C: 4.165 0.355 -0.595  -1.2869
C: 2.129 0.124 1.197  0.4077
C: -5.854 1.241 0.298  -0.9580
C: 3.437 0.157 1.655  -0.7211
C: -0.013 0.124 4.293  0.4374
C: 5.917 0.253 1.219  -0.8878
C: -4.122 -0.364 -0.025  0.0649
C: -6.719 0.241 0.730  0.7069
C: -1.257 0.090 3.669  -1.3954
C: -4.549 0.973 -0.086  1.1529
C: 2.846 0.302 -0.985  -0.3362
C: -8.129 0.555 1.130  -1.5347
H: -2.284 0.023 1.803  0.2067
H: 3.663 0.101 2.708  0.6778
H: 6.113 1.396 2.791  0.3105
H: -6.916 -1.853 1.115  0.4978
H: 4.929 0.465 -1.353  0.4650
H: -5.179 -3.443 -0.198  0.3577
H: -3.364 1.943 -1.596  0.3078
H: -0.450 1.039 6.154  0.3458
H: 2.582 0.382 -2.028  0.4819
H: -8.318 0.242 2.157  0.3587
H: -3.521 -3.037 0.210  0.3231
H: -6.207 2.265 0.255  0.3027
H: -2.755 2.137 0.041  0.0651
H: -2.176 0.097 4.239  0.5017
H: -8.336 1.620 1.053  0.3445
H: -0.395 -0.731 6.192  0.3316
H: 6.494 0.978 0.639  0.4397
H: 2.083 0.166 3.945  0.6633
H: -4.181 3.035 -0.475  0.3601
H: -4.718 -3.238 1.486  0.3869
H: 1.539 0.253 7.101  0.3200
H: -8.836 0.023 0.493  0.3583
H: 6.333 -0.734 0.998  0.2979

Forces on atoms 1 to 6 (eV/Å):
Sb -0.1 0.0 0.0
Tc 0.0 0.7 -0.4
Se -0.8 -0.4 -0.8
S -0.2 0.0 -0.1
S 0.5 -0.1 0.3
S 0.2 0.1 0.0

Output
**Charge**: +1
**Multiplicity**: 1
**E_tot**: -6088.186871 Ha


Which value of multiplicity does entry 3 give? 1


Which formula does entry 3 have? C21H23LiN3O5P2S


Please write out number 1 again, unchanged.
DFT (ωB97M-V/def2-TZVPD) results for C21H23I2N3OReSSi as an isolated structure.

Each line ends with the Mulliken spin population.
Cartesian coordinates (Å):
Re: 0.646 0.504 -0.932  0.6113
I: 6.831 0.802 3.748  0.0134
I: 5.221 1.579 -2.055  0.0072
S: 0.117 -1.768 -1.382  0.1934
Si: -2.820 -3.727 -0.864  -0.0013
O: 2.615 0.567 -0.782  0.0579
N: -1.383 0.237 -1.088  -0.0277
N: 0.597 2.570 -0.671  0.0690
N: 0.636 0.705 1.288  0.0134
C: 1.708 -0.145 1.865  -0.0098
C: 0.314 5.297 -0.315  -0.0068
C: -2.693 -1.805 -0.965  0.0132
C: 5.384 0.765 2.223  0.0446
C: 4.788 1.045 -0.066  0.0206
C: 0.456 4.765 -1.590  -0.0072
C: -3.734 0.389 -0.863  0.0164
C: -2.485 0.978 -0.974  -0.0067
C: 5.742 1.099 0.921  -0.0177
C: 0.687 2.121 1.727  -0.0033
C: 3.452 0.630 0.188  0.0387
C: 4.068 0.403 2.521  -0.0063
C: -1.958 -4.378 -2.434  0.0018
C: 0.367 4.444 0.777  0.0050
C: 0.529 3.083 0.569  0.0163
C: 0.584 3.396 -1.720  -0.0601
C: -3.821 -0.996 -0.821  -0.0061
C: -4.672 -4.163 -0.831  0.0000
C: -1.498 -1.121 -1.145  0.0050
C: -1.934 -4.275 0.735  0.0019
C: 3.105 0.322 1.537  0.0052
H: -1.993 -5.355 0.817  0.0002
H: 0.175 6.357 -0.175  -0.0001
H: -2.395 -3.861 1.629  -0.0002
H: -2.418 -3.972 -3.330  0.0004
H: -0.905 -4.114 -2.437  0.0010
H: -5.163 -3.782 0.059  0.0000
H: 1.597 -0.198 2.951  -0.0006
H: -2.029 -5.459 -2.485  0.0002
H: -4.792 -5.240 -0.825  0.0000
H: 1.561 -1.157 1.462  0.0029
H: -5.196 -3.784 -1.703  0.0000
H: 0.467 5.396 -2.463  0.0005
H: 1.665 2.308 2.181  -0.0036
H: -2.360 2.053 -0.958  0.0012
H: 3.807 0.162 3.539  -0.0004
H: 0.284 4.831 1.780  -0.0005
H: -0.881 -4.007 0.738  -0.0003
H: -0.081 2.322 2.480  -0.0009
H: 6.752 1.397 0.681  -0.0001
H: 0.688 2.933 -2.695  0.0107
H: -0.248 0.303 1.610  0.0075
H: -4.610 1.012 -0.783  0.0010
H: -4.777 -1.466 -0.676  -0.0003

Forces on atoms 1 to 6 (eV/Å):
Re 3.1 -1.0 2.1
I -0.5 0.0 -0.5
I 0.1 -0.1 0.5
S 0.6 0.6 0.3
Si 0.0 -0.6 -0.2
O -2.6 -0.6 -1.9

Output
**Charge**: +2
**Multiplicity**: 2
**E_tot**: -2414.354060 Ha